(1)
Computed, not measured: a structure of composition C15H30F9HfO15P in a non-equilibrium geometry, with wB97M-V/def2-TZVPD.

- orbital gap (eV) = 10.93
- HOMO level (eV) = -10.60

Structure (XYZ):
```
71
C15H30F9HfO15P (wB97M-V/def2-TZVPD)
Hf 0.05167 0.08543 -0.25311
P 3.50336 -1.22864 -1.65086
F 3.23449 -0.71047 -3.09537
F 4.23408 0.19765 -1.46751
F 2.13880 -0.61793 -1.04328
F 3.94123 -1.79385 -0.14588
F 2.57611 -2.55421 -2.04462
F 4.81615 -1.89163 -2.47241
F 0.89592 2.13404 -0.92136
F -0.60521 1.51467 1.47814
F -0.51103 -2.04143 -1.03029
C 4.26356 2.22959 0.49763
O 3.46795 2.20953 1.58070
C 2.69890 1.27480 1.94712
O 2.12825 0.41873 1.25650
O 2.57737 1.34767 3.30462
C 3.52269 1.96808 4.27059
H 5.01236 3.02003 0.44646
H 3.63266 2.31844 -0.38678
H 4.85997 1.32450 0.38273
H 3.92409 2.89826 3.86843
H 4.39385 1.32154 4.37627
H 3.03843 2.18454 5.22282
C -3.85439 -2.70239 0.09428
O -4.25314 -1.67903 1.03071
C -3.44465 -0.67920 1.30425
O -2.37620 -0.48989 0.64929
O -3.93893 0.01706 2.36212
C -3.44161 1.24829 2.77385
H -3.21613 -3.41603 0.61528
H -3.27137 -2.33226 -0.74903
H -4.68401 -3.27663 -0.31813
H -3.38463 1.82193 1.84876
H -2.44484 1.29848 3.21207
H -4.11744 1.59168 3.55707
C 1.10465 2.33318 -4.15951
O 0.72252 1.14124 -4.77513
C 0.34674 0.05418 -3.99343
O 0.06637 0.10242 -2.79046
O 0.26500 -1.01645 -4.77494
C -0.06607 -2.36034 -4.22770
H 0.40601 2.50897 -3.34152
H 0.99509 3.07612 -4.94954
H 2.14522 2.30117 -3.83658
H -1.14863 -2.41220 -4.11163
H 0.24771 -2.42107 -3.18561
H 0.31580 -3.25373 -4.72179
C -2.12071 3.95369 -1.15885
O -3.05173 3.07415 -1.72899
C -2.77914 1.78819 -1.94290
O -1.81645 1.20028 -1.38621
O -3.67439 1.32756 -2.80096
C -3.67029 -0.01525 -3.06875
H -1.16269 3.58349 -1.52388
H -2.13481 3.94902 -0.06895
H -2.21606 4.98758 -1.49061
H -2.77498 -0.51616 -2.70050
H -4.04517 -0.23592 -4.06819
H -4.39434 -0.56750 -2.46969
C -1.12615 -1.70389 4.93390
O -0.91362 -1.34596 3.54082
C 0.03000 -1.91044 2.75492
O 0.15539 -1.47306 1.63264
O 0.62583 -2.88812 3.39100
C 1.68587 -3.58932 2.79045
H -2.12766 -1.44945 5.28079
H -0.43977 -1.08652 5.51341
H -0.91053 -2.76597 5.05050
H 2.58036 -3.61818 3.41267
H 2.07098 -3.12961 1.88025
H 1.44124 -4.63322 2.59421
```


(2)
Computed, not measured: a structure of composition C15H30InO15 in a non-equilibrium geometry, with wB97M-V/def2-TZVPD.

- orbital gap (spin up / spin down) (eV) = 3.76 / 3.48
- total charge = +4
- HOMO level (spin up / spin down) (eV) = -20.66 / -20.65
- multiplicity = 2

Structure (XYZ):
```
61
C15H30InO15 (wB97M-V/def2-TZVPD)
In -0.47293 0.11053 -0.81624
C -1.87601 2.06692 -5.46911
O -1.60751 0.71286 -5.70878
C -0.80531 0.04453 -4.86993
O -0.55376 0.39560 -3.74334
O -0.51075 -1.13074 -5.49208
C 0.20932 -2.21989 -4.90884
H -2.35788 2.44770 -6.36962
H -1.10607 2.76440 -5.13924
H -2.63550 2.08240 -4.68742
H -0.32372 -2.53223 -4.01084
H 1.26030 -1.97188 -4.76040
H 0.07772 -3.07391 -5.57324
C -4.37672 -0.77087 1.47013
O -4.13406 0.37498 2.31182
C -3.24475 1.31316 1.98677
O -2.58197 1.26709 0.95452
O -3.39847 2.33318 2.77527
C -2.50068 3.41613 2.73377
H -4.51584 -0.26077 0.51695
H -5.31812 -1.30814 1.58512
H -3.49157 -1.40691 1.47718
H -2.15416 3.69259 1.73798
H -1.68640 3.27088 3.44367
H -2.99257 4.35911 2.97236
C 4.00774 -1.35740 1.05314
O 3.57596 -0.78970 2.24203
C 2.32798 -0.28248 2.30297
O 1.56268 -0.14286 1.35761
O 2.25314 0.28974 3.52907
C 0.98345 0.48487 4.15901
H 4.80842 -2.07153 1.24554
H 4.42738 -0.55719 0.44349
H 3.18694 -1.78224 0.47529
H 0.85440 -0.24717 4.95624
H 0.09635 0.50012 3.52582
H 0.90120 1.49363 4.56365
C 4.04710 0.12156 -2.34672
O 3.99568 1.42827 -1.89555
C 2.78293 2.09612 -2.14066
O 1.68773 1.52188 -2.28591
O 2.92297 3.36067 -2.12484
C 1.91699 4.20627 -2.68601
H 4.85550 -0.42920 -1.86583
H 4.29695 0.17562 -3.40632
H 3.14534 -0.46503 -2.17108
H 1.40907 4.75166 -1.89060
H 1.12315 3.71146 -3.24554
H 2.39346 4.92606 -3.35158
C -1.30890 -2.00287 4.95049
O -1.02345 -1.48560 3.64963
C -0.94883 -2.26627 2.49388
O -0.93488 -1.74026 1.39076
O -0.91522 -3.68468 2.67594
C -0.83404 -4.66830 1.67153
H -2.20728 -2.59829 5.11324
H -1.36854 -1.17481 5.65679
H -0.41830 -2.49577 5.34036
H -1.71443 -4.68925 1.02922
H -0.78870 -5.63337 2.17620
H -0.00266 -4.48014 0.99219
```


(3)
Computed, not measured: the ion C15H30N with charge +1 in a non-equilibrium geometry, with wB97M-V/def2-TZVPD.

- orbital gap (eV) = 10.68
- ΔE to the lowest compared entry with this formula, charge and spin (eV) = 0.072
- SMILES = C#CC[N+](C)(C)CCCCCCCCCC
- total charge = +1
- HOMO level (eV) = -13.12

Structure (XYZ):
```
46
C15H30N (wB97M-V/def2-TZVPD)
C 1.44183 3.80176 -3.50309
C 1.72372 2.70504 -3.11611
C 2.08163 1.38126 -2.64586
N 0.89413 0.59428 -2.19627
C 1.34818 -0.71004 -1.68587
C 0.00925 0.37289 -3.35628
C 0.11753 1.33531 -1.15430
C 0.85296 1.63996 0.14713
C -0.02230 2.50071 1.06719
C -1.33627 1.87175 1.53862
C -1.18780 0.59744 2.38047
C -1.23508 -0.70710 1.58414
C -1.29075 -1.92742 2.50201
C -1.28827 -3.23415 1.71021
C -1.48976 -4.47026 2.58732
C -0.32915 -4.72816 3.54056
H 1.21020 4.76651 -3.84810
H 2.78627 1.47123 -1.81524
H 2.57402 0.83397 -3.45554
H 0.49613 -1.28425 -1.32466
H 1.83658 -1.27420 -2.47911
H 2.05564 -0.57714 -0.87029
H -0.30615 1.32981 -3.76965
H -0.87081 -0.19268 -3.05608
H 0.53458 -0.18421 -4.13057
H -0.20419 2.27843 -1.60210
H -0.76643 0.73775 -0.92734
H 1.76440 2.20596 -0.05016
H 1.11928 0.72680 0.67691
H 0.57261 2.74820 1.94747
H -0.25085 3.43864 0.55613
H -1.99745 1.67863 0.69156
H -1.83026 2.62810 2.15025
H -0.26042 0.64438 2.95408
H -2.00722 0.56682 3.09991
H -0.35408 -0.80321 0.94501
H -2.12099 -0.70555 0.94255
H -2.19542 -1.87866 3.10993
H -0.43400 -1.90325 3.17652
H -2.09294 -3.19873 0.97029
H -0.34215 -3.33201 1.16878
H -1.61176 -5.33908 1.93673
H -2.41176 -4.35601 3.16028
H -0.23743 -3.93116 4.27362
H -0.48740 -5.66015 4.07659
H 0.60771 -4.80586 2.99223
```


(4)
Computed, not measured: the molecule C15H30N2O4 in a non-equilibrium geometry, with wB97M-V/def2-TZVPD.

- orbital gap (eV) = 9.22
- ΔE to the lowest compared entry with this formula, charge and spin (eV) = 17.879
- SMILES = CCCCOCCCNC(=O)N[C@H](C(=O)OC)[C@@H](C)CC
- HOMO level (eV) = -8.47

Structure (XYZ):
```
51
C15H30N2O4 (wB97M-V/def2-TZVPD)
C -4.44791 -3.78486 0.84119
C -3.16642 -3.18432 0.90019
C -3.19542 -1.74322 0.36490
C -1.67174 -1.05627 0.49816
O -1.10287 -0.92585 1.88377
C -1.51742 -0.18394 2.72530
C -0.45199 -0.11003 3.93888
C 0.49809 0.86300 3.59177
N 1.23721 0.41799 2.14560
C 1.01675 1.22562 1.02568
O 0.40225 2.32009 1.24493
N 1.65930 0.48635 0.03288
C 1.59906 0.99718 -1.23358
C 0.66635 0.02008 -1.82110
O 0.83255 -1.19511 -1.82958
O -0.45222 0.55928 -2.81584
C -1.07023 -0.36612 -3.54294
C 2.60363 1.41391 -2.15900
C 2.54373 1.14278 -3.48208
C 3.44237 2.58106 -1.57179
C 3.65376 2.81845 -0.24760
H -5.22448 -3.10069 1.40250
H -4.34292 -4.72568 1.01633
H -4.94893 -3.63700 -0.22705
H -2.41240 -3.73265 0.30016
H -2.66724 -3.22544 2.02376
H -3.37473 -1.48154 -0.76059
H -3.81365 -1.11403 1.13011
H -0.84544 -1.60816 -0.17955
H -1.54551 0.03066 0.18155
H -2.52170 -0.72781 3.13682
H -1.55137 0.63992 2.09780
H -0.35229 -0.96629 4.05546
H -1.22357 0.41752 4.65607
H 1.22165 0.85792 4.33683
H 0.26148 1.81622 3.19495
H 1.67661 -0.71311 2.30997
H 1.87509 -0.30549 0.14885
H 1.03903 1.86471 -1.22288
H -0.57991 -0.77026 -4.22540
H -1.69760 0.26864 -4.15579
H -1.67361 -1.02800 -2.92203
H 3.36051 0.60861 -1.67294
H 2.37270 0.24051 -3.62716
H 1.76006 1.83532 -3.96465
H 3.68884 1.39336 -3.99304
H 4.38291 2.78700 -2.15680
H 2.66140 3.30966 -2.10997
H 2.76837 3.00317 0.43471
H 4.30474 1.94923 0.20052
H 4.32312 3.81763 0.10174
```


(5)
Computed, not measured: a cluster of 5 separate species, C15H30O15 in total in a non-equilibrium geometry, with wB97M-V/def2-TZVPD.

- orbital gap (eV) = 11.41
- ΔE to the lowest compared entry with this formula, charge and spin (eV) = 1.020
- SMILES = COC(=O)OC.COC(=O)OC.COC(=O)OC.COC(=O)OC.COC(=O)OC
- HOMO level (eV) = -10.80

Structure (XYZ):
```
60
C15H30O15 (wB97M-V/def2-TZVPD)
C 4.85188 2.86069 3.12069
O 3.53962 3.39042 3.24388
C 3.18875 3.88136 4.41630
O 3.77162 3.74303 5.45773
O 2.05852 4.56665 4.24871
C 1.43540 5.07421 5.42225
H 4.85041 1.89235 3.62373
H 5.64771 3.50316 3.49157
H 5.04568 2.66185 2.07292
H 0.60258 4.41059 5.64969
H 1.12169 6.08833 5.19980
H 2.03883 5.10231 6.32886
C -3.69438 -0.16359 -5.17380
O -2.78885 -0.38277 -4.11418
C -2.30036 -1.59821 -3.90050
O -2.43567 -2.57563 -4.59534
O -1.77670 -1.58122 -2.64340
C -1.26963 -2.81513 -2.12346
H -3.63465 0.88002 -5.48308
H -4.70878 -0.31689 -4.80884
H -3.47911 -0.75037 -6.06466
H -0.21669 -2.88995 -2.38840
H -1.76862 -3.67418 -2.57436
H -1.47896 -2.80271 -1.05917
C -5.42292 -1.21616 0.10665
O -5.47433 -2.55218 -0.34354
C -5.34359 -2.78335 -1.64606
O -5.22653 -1.97999 -2.52296
O -5.34814 -4.10403 -1.80216
C -5.08083 -4.55919 -3.10942
H -5.02161 -1.27338 1.12688
H -6.44041 -0.89274 0.35882
H -4.86008 -0.48716 -0.46340
H -4.83144 -5.61692 -3.13299
H -4.16181 -4.08548 -3.47815
H -5.83456 -4.33369 -3.86233
C 3.24779 1.60678 -1.87004
O 3.72590 1.48138 -0.55584
C 4.41251 0.40218 -0.24963
O 4.58751 -0.57402 -0.92624
O 5.00338 0.61405 0.92165
C 5.73691 -0.37709 1.61228
H 3.99040 1.76112 -2.65818
H 2.58657 2.47165 -1.85981
H 2.67031 0.76079 -2.25265
H 5.38987 -1.37527 1.36133
H 5.61003 -0.19563 2.68047
H 6.80807 -0.23958 1.46473
C 1.98128 -0.28313 2.41977
O 1.11153 0.52636 1.66018
C 0.04041 -0.08287 1.17498
O -0.25591 -1.23702 1.40585
O -0.62668 0.74437 0.41070
C -1.84715 0.32319 -0.18087
H 2.49898 -1.02892 1.80826
H 1.47839 -0.84035 3.20701
H 2.80442 0.28679 2.84504
H -1.79313 0.32394 -1.26449
H -2.63704 1.00330 0.13158
H -2.07842 -0.69210 0.13560
```